No. 1
DFT (ωB97M-V with the def2-TZVPD basis set) results for C57H73Cl3N7O3SeSi2Ti as an isolated structure.

Geometry as XYZ:
```
147
Properties=species:S:1:pos:R:3
Ti -0.63652 0.53411 0.10434
C -3.18362 0.87558 7.18236
C -2.28349 -0.18806 6.53762
C -3.10156 -1.47399 6.40460
C -1.09294 -0.46873 7.46390
C -1.75898 0.30758 5.18735
C -1.86726 -0.45854 4.03674
C -1.29860 0.00930 2.85392
N -1.30556 -0.54077 1.59721
C -2.11560 -1.57751 1.14413
C -2.24997 -2.84461 1.68087
C -3.02930 -3.77944 1.00468
C -3.65937 -3.38525 -0.17400
C -3.55940 -2.10949 -0.74270
C -2.73538 -1.21307 -0.06426
O -2.39037 0.02485 -0.50188
C -4.34726 -1.81857 -2.02252
C -5.83476 -2.12232 -1.77133
C -4.26472 -0.36626 -2.50348
C -3.82464 -2.72315 -3.14873
C -3.18153 -5.22138 1.49134
C -4.66498 -5.53293 1.73276
C -2.62837 -6.18141 0.43002
C -2.42594 -5.46739 2.79806
C -0.71518 1.28123 2.81845
O -0.37933 1.67515 1.57378
C -0.55480 2.06334 3.96144
C -1.09694 1.54031 5.13268
C 0.14526 3.41592 3.89613
C -0.72710 4.39704 3.10050
C 0.37866 3.99511 5.29376
C 1.51832 3.27561 3.22016
H -3.59747 0.50061 8.12277
H -2.63522 1.79141 7.40392
H -4.01262 1.13375 6.52032
H -3.48146 -1.76941 7.38531
H -3.95475 -1.33885 5.73651
H -2.49667 -2.29786 6.02161
H -1.44051 -0.83363 8.43512
H -0.43128 -1.21763 7.02530
H -0.50316 0.43386 7.62985
H -2.36460 -1.41672 4.04547
H -1.71214 -3.09268 2.58497
H -4.26378 -4.11709 -0.69629
H -6.23398 -1.47258 -0.98958
H -6.40439 -1.94836 -2.68777
H -5.99907 -3.15549 -1.46450
H -4.63834 0.32623 -1.74659
H -3.24951 -0.07590 -2.75771
H -4.89088 -0.26832 -3.39516
H -3.95128 -3.78061 -2.90814
H -4.37049 -2.51965 -4.07402
H -2.76330 -2.54251 -3.32809
H -5.25046 -5.41219 0.82067
H -4.78988 -6.56258 2.07969
H -5.08042 -4.86240 2.48752
H -3.19490 -6.11811 -0.49999
H -1.58826 -5.94182 0.19804
H -2.67456 -7.21408 0.78666
H -2.79220 -4.82528 3.60157
H -2.55829 -6.50594 3.10930
H -1.35453 -5.28722 2.68539
H -0.98559 2.10415 6.04858
H -1.71821 4.48708 3.55165
H -0.26412 5.38830 3.08245
H -0.84539 4.05506 2.07194
H -0.55720 4.27284 5.78503
H 0.90831 3.28677 5.93341
H 0.99082 4.89577 5.21073
H 1.42872 2.92840 2.19329
H 2.02670 4.24476 3.22660
H 2.13534 2.55086 3.75359
C 3.73602 5.98056 -11.59722
O 2.53756 6.28500 -10.91274
C 2.36049 5.73197 -9.68143
C 3.27632 4.89365 -9.06057
C 2.98723 4.38359 -7.80025
C 1.80230 4.69324 -7.14942
C 0.89085 5.53725 -7.79054
C 1.16482 6.05136 -9.03777
C 1.46717 4.16376 -5.82480
N 0.34729 4.40134 -5.18398
C 0.44512 3.68550 -4.01858
C 1.64861 3.02621 -3.94797
N 2.29857 3.34185 -5.11158
C 2.04750 2.22701 -2.83489
C 3.30966 1.65422 -2.62607
C 3.54590 0.94135 -1.47742
C 2.50771 0.72653 -0.56530
N 1.30381 1.24439 -0.76139
C 1.08621 2.01857 -1.83901
C -0.22470 2.65342 -1.93619
N -1.11502 2.35750 -0.97083
C -2.29359 2.95271 -0.95568
C -2.65558 3.88439 -1.93047
C -1.78150 4.15776 -2.95766
C -0.52988 3.53340 -2.98012
H 3.68951 6.51585 -12.54168
H 3.82007 4.90826 -11.79363
H 4.61177 6.31585 -11.03479
H 4.20624 4.62385 -9.53806
H 3.71738 3.72554 -7.34551
H -0.03690 5.77610 -7.28971
H 0.46387 6.70279 -9.54217
H 3.17231 2.96183 -5.42707
H 4.09289 1.77637 -3.36451
H 4.51250 0.50271 -1.27329
H 2.63750 0.14122 0.34638
H -2.97222 2.65079 -0.16907
H -3.62971 4.34947 -1.87938
H -2.03993 4.83856 -3.75814
C 5.04748 1.29553 2.31659
Si 4.30069 -0.00372 3.47970
C 4.16010 0.83549 5.17854
C 5.63004 -1.34081 3.65210
Se 2.37474 -0.76751 2.73759
H 6.00699 1.66764 2.69022
H 4.37034 2.14455 2.19773
H 5.21718 0.85953 1.32774
H 5.04292 0.65653 5.79890
H 3.28263 0.45783 5.70637
H 4.04251 1.91695 5.07206
H 6.56055 -0.94340 4.06801
H 5.84637 -1.77617 2.67294
H 5.27656 -2.14575 4.30020
N 0.33817 -1.34595 -0.20516
C 1.07850 -2.23032 -0.10568
N 1.90283 -3.22187 -0.00538
C 3.03597 -3.38032 -0.91882
C 2.96095 -4.75296 -1.58990
C 2.33754 -5.79512 -0.64385
C 2.56351 -5.41557 0.81657
C 1.80685 -4.13436 1.15255
H 3.94935 -3.26459 -0.32849
H 3.00104 -2.57118 -1.64764
H 3.97244 -5.05145 -1.87648
H 2.37287 -4.67484 -2.50464
H 2.74360 -6.78603 -0.85282
H 1.26102 -5.85427 -0.82919
H 3.63191 -5.28387 1.00982
H 2.22325 -6.20192 1.49221
H 2.18654 -3.61879 2.03807
H 0.74544 -4.34941 1.30162
Cl 0.47003 -3.16740 -4.29869
Si 1.34991 -1.26963 -3.67149
Cl -0.58801 -0.30627 -3.06804
Cl 1.51929 -0.24156 -5.60802
```

As for the HOMO-LUMO gap: 5.53 eV. The calculation puts the largest force on an atom at 0.0295 hartree/bohr. As for the spin multiplicity: 1. The energy relative to the best compared isomer or geometry (same formula, charge and spin) is 0.491 eV. The calculation puts the HOMO energy at -0.1569 hartree. The value obtained for the LUMO energy is 1.26 eV. As for the total energy: -8035.8228 Eh. As for the net charge: -1.

No. 2
DFT (ωB97M-V with the def2-TZVPD basis set) results for a 11-piece molecular cluster, C57H74BClF3N10O3 overall.

Geometry as XYZ:
```
149
Properties=species:S:1:pos:R:3
C 1.60456 -3.27216 2.65298
O 2.78527 -2.42189 2.43508
C 3.52781 -2.83184 1.20987
C 3.77375 -1.55135 0.16391
C 2.38023 -1.41476 -0.70063
C 2.07729 0.08877 -1.28071
C 0.75566 0.15478 -2.29771
B -0.61203 -0.47365 -1.64354
Cl -0.60898 -2.23974 -2.21117
O -0.55388 -0.13916 -0.20965
C -1.78367 0.46128 0.34435
C -1.95573 2.09100 0.38711
C -1.10590 2.84972 1.56711
C -0.99916 2.02860 2.98343
F 0.08376 1.00524 2.86422
F -2.30803 1.45167 3.43002
F -0.55035 2.97816 4.05098
C -2.82443 -0.09210 -0.84143
C -3.53886 -1.53543 -0.52655
C -3.83177 -2.04485 1.03918
C -4.50649 -3.50511 1.41580
C -4.94079 -4.60627 0.23964
C -4.68561 -4.10035 -1.31918
C -4.00376 -2.63378 -1.69887
O -1.93973 0.02443 -2.04408
H 1.85509 -4.38496 2.95522
H 0.86836 -3.32426 1.72198
H 0.96392 -2.83874 3.56190
H 2.79463 -3.58307 0.64351
H 4.50333 -3.43942 1.42821
H 4.65528 -1.88357 -0.54634
H 4.07485 -0.56936 0.72517
H 1.51300 -1.80785 0.01944
H 2.47791 -2.13503 -1.64774
H 1.92161 0.84292 -0.39904
H 3.00358 0.41300 -1.94886
H 0.61127 1.25450 -2.67430
H 0.99268 -0.49878 -3.26888
H -1.86603 -0.09132 1.38612
H -3.11046 2.29743 0.60804
H -1.75221 2.62792 -0.65668
H -0.02139 3.16896 1.25738
H -1.68166 3.86520 1.81769
H -3.64402 0.74851 -0.96404
H -3.55578 -1.34958 1.94393
H -4.63704 -3.77371 2.56893
H -5.40410 -5.66710 0.52168
H -5.00127 -4.84715 -2.18217
H -3.83257 -2.31792 -2.81436
N 2.16988 0.55048 7.99492
C 2.18072 0.40624 6.63198
C 1.36821 1.37944 6.09450
C 0.85391 2.14114 7.17086
C 1.36754 1.60928 8.33243
H 2.67552 -0.03248 8.64922
H 2.76284 -0.37546 6.16261
H 1.16852 1.52580 5.04091
H 0.18180 2.98700 7.10564
H 1.23010 1.89204 9.36757
N -1.73012 -0.04952 -5.29152
C -1.71928 -0.19376 -6.65446
C -2.53179 0.77944 -7.19194
C -3.04609 1.54114 -6.11558
C -2.53246 1.00928 -4.95401
H -1.22448 -0.63248 -4.63722
H -1.13716 -0.97546 -7.12383
H -2.73148 0.92580 -8.24553
H -3.71820 2.38700 -6.18080
H -2.66990 1.29204 -3.91887
N -3.23645 3.91458 9.29128
C -2.40616 3.40214 8.32870
C -3.08780 3.40677 7.13223
C -4.37237 3.94650 7.38086
C -4.43591 4.25417 8.72147
H -3.00069 4.02568 10.26888
H -1.40463 3.07746 8.57716
H -2.70117 3.06010 6.18267
H -5.16544 4.09538 6.65950
H -5.23032 4.68331 9.31739
N -4.37092 5.77450 1.31328
C -4.84556 4.52148 1.60169
C -5.98286 4.31448 0.85342
C -6.19836 5.48150 0.08216
C -5.18658 6.36544 0.38365
H -3.54718 6.19670 1.72173
H -4.33568 3.88672 2.31396
H -6.59086 3.41915 0.86123
H -7.00443 5.65786 -0.61829
H -4.97852 7.36219 0.01821
N 4.02079 -8.38175 2.54420
C 4.34852 -7.07186 2.30897
C 4.04867 -6.34811 3.44144
C 3.52723 -7.25445 4.39532
C 3.52403 -8.50351 3.81585
H 4.12938 -9.14003 1.88325
H 4.76444 -6.76744 1.35789
H 4.19131 -5.28270 3.56739
H 3.19093 -7.02122 5.39731
H 3.21040 -9.46575 4.19809
N 2.72466 1.66265 -5.75732
C 2.15159 0.46135 -6.08444
C 3.16270 -0.42930 -6.36834
C 4.38890 0.25742 -6.20080
C 4.08892 1.54634 -5.82049
H 2.21994 2.50317 -5.50749
H 1.07623 0.34388 -6.08873
H 3.03135 -1.46238 -6.66300
H 5.38368 -0.14512 -6.34173
H 4.72773 2.38880 -5.59129
N -5.80623 1.39018 -3.19329
C -7.10979 1.23848 -2.79799
C -7.75010 2.44529 -2.97063
C -6.80075 3.35525 -3.49404
C -5.60988 2.67642 -3.62424
H -5.09993 0.66610 -3.17135
H -7.46880 0.28778 -2.42719
H -8.78905 2.64801 -2.74519
H -6.96797 4.39372 -3.74918
H -4.64181 2.99806 -3.98447
N 6.34005 -10.51884 0.56113
C 5.76697 -11.72013 0.23402
C 6.77808 -12.61079 -0.04988
C 8.00428 -11.92406 0.11765
C 7.70430 -10.63515 0.49797
H 5.83533 -9.67832 0.81097
H 4.69161 -11.83761 0.22973
H 6.64673 -13.64387 -0.34454
H 8.99906 -12.32661 -0.02327
H 8.34311 -9.79268 0.72717
N 0.43617 5.06150 -6.19858
C 0.76390 6.37139 -6.43381
C 0.46405 7.09513 -5.30135
C -0.05738 6.18879 -4.34746
C -0.06058 4.93974 -4.92693
H 0.54476 4.30322 -6.85953
H 1.17982 6.67580 -7.38489
H 0.60669 8.16055 -5.17539
H -0.39369 6.42203 -3.34547
H -0.37422 3.97750 -4.54469
N 4.13319 3.32630 0.35450
C 5.41120 3.79942 0.20831
C 5.47322 4.49892 -0.97620
C 4.18573 4.45095 -1.56212
C 3.37736 3.72314 -0.71786
H 3.79971 2.77192 1.13237
H 6.16547 3.59705 0.95687
H 6.35063 4.99162 -1.37460
H 3.88088 4.89962 -2.49874
H 2.33214 3.45327 -0.78885
```

As for the HOMO-LUMO gap: 7.59 eV. The calculation puts the largest force on an atom at 0.1009 hartree/bohr. As for the spin multiplicity: 1. The calculation puts the HOMO energy at -0.2122 hartree. The value obtained for the LUMO energy is 1.81 eV. As for the total energy: -3773.8937 Eh. As for the net charge: -1.

No. 3
DFT (ωB97M-V with the def2-TZVPD basis set) results for a 13-piece molecular cluster, C57H76F24N8O26S8 overall.

Geometry as XYZ:
```
199
Properties=species:S:1:pos:R:3
C -4.01354 6.29787 -3.08975
C -4.83333 7.47038 -3.69369
N -4.54716 7.77856 -5.22224
C -3.08766 7.63212 -5.57966
C -5.35841 6.66248 -5.95956
C -5.04779 6.56419 -7.46948
C -5.01303 9.27827 -5.51414
C -6.47027 9.60116 -5.72739
O -7.14830 9.07239 -4.57184
C -8.48683 9.48804 -4.44177
H -2.94357 6.38714 -2.90186
H -3.93153 5.40331 -3.70711
H -4.33829 6.11031 -2.06630
H -4.58737 8.34498 -3.09146
H -5.91171 7.31897 -3.64594
H -2.44450 8.31873 -5.02919
H -3.01746 7.91666 -6.62953
H -2.81080 6.58242 -5.48183
H -6.40499 6.93713 -5.82788
H -5.39811 5.67738 -5.49469
H -4.07150 6.18841 -7.77566
H -5.08571 7.50508 -8.01847
H -5.88384 6.05875 -7.95285
H -4.52877 9.61121 -6.43216
H -4.52733 9.82072 -4.70300
H -6.68298 9.03988 -6.63723
H -6.62181 10.66972 -5.88013
H -8.51974 10.52084 -4.09487
H -9.05848 8.98542 -3.66159
H -9.02595 9.37691 -5.38258
C 10.47160 -3.73862 4.79262
N 9.33212 -4.49977 5.50241
C 10.04334 -5.77398 6.07427
C 8.70877 -3.63991 6.62193
C 8.26027 -4.81246 4.45501
C 7.26861 -5.93912 4.82663
O 6.68862 -5.77541 6.15384
H 11.23353 -3.48686 5.53029
H 10.03149 -2.79926 4.45790
H 10.90083 -4.44589 4.08295
H 10.44582 -6.28339 5.19871
H 9.36786 -6.43994 6.61121
H 10.86679 -5.43281 6.70168
H 8.05207 -2.91202 6.14548
H 9.42930 -3.23555 7.33287
H 8.22964 -4.40185 7.23672
H 8.86522 -5.06680 3.58470
H 7.67025 -3.92302 4.23395
H 7.86138 -6.85377 4.81396
H 6.53895 -6.12659 4.03886
H 6.18325 -4.96005 6.11632
C 7.26655 4.22646 5.26130
N 7.02422 4.81288 4.00243
C 5.75929 5.30984 3.74480
C 5.51516 6.12706 2.64821
C 6.48431 6.27654 1.65142
C 7.76243 5.68017 1.87052
C 7.99959 4.99897 3.06130
C 6.19964 6.99006 0.36407
C 5.11807 6.73017 -0.46539
C 4.87357 7.52768 -1.57658
N 5.72124 8.58088 -1.90918
C 6.71980 8.89498 -1.06944
C 6.99282 8.12051 -0.00225
C 5.50908 9.22832 -3.27181
H 6.40437 4.30063 5.92406
H 7.92583 4.84864 5.86658
H 7.70616 3.28614 4.92869
H 5.00198 5.05242 4.47049
H 4.52414 6.54068 2.53330
H 8.58877 5.85295 1.19694
H 9.00071 4.63403 3.23729
H 4.45470 5.89474 -0.29681
H 4.13007 7.34672 -2.33873
H 7.37590 9.69391 -1.38190
H 7.80470 8.42519 0.64151
H 6.05238 8.67374 -4.03691
H 5.83402 10.26811 -3.30878
H 4.44036 9.27027 -3.48198
C -1.53095 4.46463 3.32549
N -1.03924 3.12288 2.91767
C -1.62967 2.01697 3.41599
C -1.29695 0.70790 3.00383
C -0.25116 0.50204 2.14744
C 0.41290 1.68651 1.67725
C -0.01795 2.99370 2.06390
C 0.17929 -0.83821 1.68702
C 0.06894 -1.28706 0.34341
C 0.47066 -2.61223 0.05004
N 0.96681 -3.38419 1.03637
C 1.14263 -2.97645 2.31577
C 0.69081 -1.69348 2.65807
C 1.47683 -4.76054 0.66590
H -0.64234 5.09227 3.39287
H -1.88152 4.27567 4.34013
H -2.24436 4.86207 2.60356
H -2.40201 2.16022 4.15717
H -1.94351 -0.09825 3.31760
H 1.26169 1.45196 1.05200
H 0.48115 3.90880 1.78126
H -0.31793 -0.65920 -0.44559
H 0.50937 -3.06831 -0.92817
H 1.45289 -3.69238 3.06249
H 0.83669 -1.47338 3.70529
H 0.67086 -5.49332 0.62681
H 2.17123 -5.07013 1.44697
H 1.99756 -4.73533 -0.29135
C -8.74043 -13.87390 -6.17012
N -8.00325 -12.58492 -5.97680
C -8.68602 -11.47926 -5.51008
C -7.96249 -10.26209 -5.47220
C -6.63644 -10.22002 -5.91157
C -5.94339 -11.42000 -6.18676
C -6.71575 -12.62617 -6.29118
C -5.98991 -8.80371 -5.82242
C -5.66288 -8.18948 -7.05985
C -4.84070 -7.09048 -7.04210
N -4.53624 -6.47150 -5.87489
C -4.82694 -6.96979 -4.64118
C -5.68798 -8.14001 -4.59711
C -3.69077 -5.29614 -5.99145
H -8.10490 -14.63482 -5.71714
H -8.92196 -14.02684 -7.23397
H -9.73804 -13.84811 -5.73169
H -9.75474 -11.51162 -5.35775
H -8.46871 -9.32682 -5.28406
H -4.87760 -11.41816 -6.36140
H -6.32940 -13.58619 -6.60020
H -6.07179 -8.66262 -7.94037
H -4.43914 -6.59849 -7.91565
H -4.64333 -6.48118 -3.69568
H -6.11063 -8.49715 -3.66964
H -2.70529 -5.62348 -6.32277
H -3.63036 -4.79077 -5.02758
H -4.15582 -4.50108 -6.57429
C -5.51531 0.66905 -0.35544
F -5.62078 -0.19618 0.69040
F -6.07223 1.85036 -0.13235
F -4.25926 0.80092 -0.82288
S -6.42876 -0.23868 -1.82362
O -5.43974 -1.26317 -2.29392
O -7.71080 -0.72973 -1.29122
O -6.62576 0.81325 -2.88497
C 1.60470 2.08693 -4.78215
F 0.39942 2.03650 -4.18339
F 1.69787 3.06982 -5.62540
F 2.46776 2.17097 -3.82523
S 1.91572 0.43426 -5.63625
O 0.90028 0.16707 -6.60921
O 3.24355 0.66386 -6.23977
O 1.96006 -0.55830 -4.54915
C 6.79626 -1.40815 -0.25100
F 6.09892 -2.26744 0.48065
F 8.04857 -1.86760 -0.35724
F 6.25154 -1.24504 -1.44346
S 6.89075 0.25834 0.64463
O 7.47313 1.18017 -0.36675
O 5.48429 0.64168 0.90904
O 7.63650 0.05128 1.90921
C 0.08976 5.59977 10.01244
F 0.29659 5.20691 11.22254
F -0.42488 4.58689 9.31726
F -0.81193 6.61139 10.12407
S 1.75943 6.22495 9.09124
O 2.78356 5.22016 9.50165
O 1.53486 6.26011 7.64130
O 1.96911 7.52542 9.70652
C 1.63235 -0.20608 8.25776
F 1.45097 0.27216 9.45750
F 0.54244 -0.97815 7.97330
F 1.81803 0.72495 7.27798
S 3.22213 -1.32173 8.43368
O 3.17489 -2.00514 9.76755
O 3.17574 -2.32205 7.38921
O 4.28177 -0.35076 8.37801
C -3.92375 -6.17633 3.29135
F -4.92165 -5.92576 2.46349
F -3.03715 -5.19208 3.37670
F -4.43233 -6.42903 4.52358
S -2.93314 -7.77176 2.72248
O -3.67251 -8.95721 3.19575
O -2.88699 -7.80467 1.26880
O -1.59026 -7.67529 3.35614
C -7.29146 2.53925 6.79230
F -8.30988 1.77921 7.31871
F -6.26275 2.42728 7.64642
F -6.92818 1.97837 5.64501
S -7.79242 4.27937 6.48218
O -8.68881 4.21825 5.34224
O -8.35942 4.66207 7.73431
O -6.55811 5.02000 6.10784
C 2.22343 -9.36618 -5.95851
F 3.14139 -8.73763 -5.19583
F 2.70786 -9.44503 -7.19762
F 2.03647 -10.59391 -5.41355
S 0.54565 -8.42227 -6.07271
O -0.46192 -9.36392 -6.54394
O 0.36367 -7.94933 -4.73701
O 0.78417 -7.39574 -7.10158
```

As for the HOMO-LUMO gap: 1.40 eV. The calculation puts the largest force on an atom at 0.0921 hartree/bohr. As for the spin multiplicity: 1. The calculation puts the HOMO energy at -0.2266 hartree. The value obtained for the LUMO energy is -4.77 eV. As for the total energy: -10193.3446 Eh.

- Which value of spin multiplicity does entry 3 give?
  1

- What is the formula in the third record?
  C57H76F24N8O26S8

- Which value of HOMO-LUMO gap does entry 2 give?
  7.59 eV